Below is a molecular structure, C11H18BiClIN2O2P at a distorted geometry, with properties calculated with wB97M-V/def2-TZVPD.

ΔE to the lowest compared entry with this formula, charge and spin   5.590 eV
Total energy   -54505.15172 eV
Frontier orbital gap (alpha / beta)   4.831 / 4.696 eV
Net charge   +2
Multiplicity   1

Geometry (Å):
C -1.633667 -0.908212 -0.537108
C -1.225902 -1.692457 0.720170
H -2.705965 -0.650754 -0.434528
H -1.557905 -1.385456 -1.562395
H -1.030047 0.008485 -0.546251
O -1.721753 -1.610432 1.817360
I 1.452735 -0.694463 2.312164
Bi 1.108167 0.357550 -2.716936
P 0.570725 -2.574364 -0.490820
C 0.571545 -3.640349 1.005025
C -0.449806 -3.709210 -1.573720
H 2.503267 -2.718849 -2.056748
H 2.084925 -4.201816 -1.043512
H 3.003905 -2.803867 -0.309530
C 2.247356 -3.113639 -1.055448
H -0.454260 -3.402474 -2.632836
H 0.074672 -4.668543 -1.479480
H 0.539378 -4.669136 0.643749
H -0.273197 -3.406453 1.672074
H -1.485785 -3.799946 -1.219204
H 1.503263 -3.482674 1.563865
C -0.087522 0.352998 3.585005
O -0.515768 1.443023 3.756259
Cl 0.592396 -1.506828 -4.275578
N -0.664934 5.938717 1.074425
C -0.367940 4.683271 0.658579
C -1.112303 3.544546 1.076630
C -0.836583 2.306954 0.486615
N 0.159049 2.103599 -0.418790
C 0.916638 3.181640 -0.725887
C 0.702839 4.459027 -0.246537
H -1.433139 6.142583 1.703685
H -0.148962 6.736715 0.729927
H -1.921390 3.620512 1.812554
H -1.488289 1.462984 0.730157
H 1.736271 3.028929 -1.439045
H 1.347989 5.268391 -0.583886

Cartesian forces, eV/Å:
-1.97 -0.21 -0.96
-3.17 3.57 2.27
0.42 0.14 0.14
0.23 -0.07 1.62
0.13 -0.26 0.42
3.20 -1.59 -5.18
1.16 0.28 -0.34
-0.27 -0.18 -0.14
-0.14 -2.42 0.63
0.10 -0.39 0.38
0.15 0.57 -0.09
-0.13 -0.41 0.51
0.53 0.33 -0.17
-0.32 -0.26 -0.46
0.34 0.93 0.08
0.00 -0.10 0.48
-0.40 0.12 -0.17
-0.08 -0.07 0.32
0.60 -0.64 -0.15
0.31 -0.06 -0.04
-0.33 -0.12 -0.12
-2.76 5.05 1.66
2.07 -4.72 -0.98
0.14 1.03 1.00
0.02 -0.37 0.01
-0.15 0.35 0.13
0.26 -0.63 -0.52
0.14 0.92 -0.07
-0.18 -0.03 -0.16
-0.32 0.13 0.03
-0.09 -0.52 0.01
0.27 -0.25 -0.23
-0.06 -0.25 0.07
0.37 0.03 -0.39
0.33 0.26 0.02
-0.17 0.02 0.22
-0.20 -0.15 0.14



Below is a molecular structure, C11H18F39HfNO9P5S3 at a distorted geometry, with properties calculated with wB97M-V/def2-TZVPD.

Total energy   -217885.96218 eV
Frontier orbital gap   6.429 eV
Net charge   -3
Multiplicity   1

Geometry (Å):
Hf 0.929624 -1.260668 1.329014
C 0.299094 5.549989 -2.246951
C -1.117393 4.975491 -2.018951
C -1.162396 3.453521 -2.446198
N -2.576912 2.769269 -2.454245
C -3.119199 2.429110 -0.988633
C -3.569818 3.515917 -3.371115
C -4.585927 2.516202 -3.867625
C -4.029391 1.193621 -3.703748
C -2.565942 1.414435 -3.246972
H 0.459998 6.464192 -1.675593
H 0.471772 5.889788 -3.268140
H 1.140782 4.967668 -1.872019
H -1.778225 5.695974 -2.500930
H -1.275688 5.065329 -0.944249
H -0.508165 2.906602 -1.767258
H -0.665597 3.366467 -3.412490
H -2.537694 1.568105 -0.659072
H -4.145793 2.093077 -1.134565
H -2.833321 3.069546 -0.154240
H -3.922366 4.376999 -2.803354
H -3.058099 3.938585 -4.235754
H -5.562839 2.566838 -3.386832
H -4.769809 2.690613 -4.927757
H -4.501648 0.454770 -3.056311
H -3.982411 0.708984 -4.678940
H -2.007931 0.722118 -2.616567
H -1.940850 1.614920 -4.117132
C 2.579602 3.345731 1.657881
F 3.881206 3.039915 1.373331
F 2.428249 3.170158 2.982187
F 2.253687 4.568886 1.254983
S 1.441972 2.226819 0.606464
O 0.026944 2.799070 0.666434
O 1.983304 2.242137 -0.795877
O 1.420607 0.872766 1.201011
C -1.319693 -5.638048 1.758051
F -0.464482 -6.594576 1.682035
F -1.453335 -4.966097 0.582245
F -2.440255 -6.066477 2.200330
S -0.819755 -4.253982 2.985849
O -2.070581 -3.707618 3.458719
O -0.108012 -4.860454 4.122698
O -0.053254 -3.128365 2.267233
C 0.774663 -2.582418 -3.327409
F 0.452326 -2.301530 -4.540031
F -0.240332 -2.987898 -2.684597
F 1.755604 -3.465303 -3.340428
S 1.364853 -0.943050 -2.301342
O 2.769739 -0.744939 -2.638492
O 0.497443 0.116179 -2.806707
O 1.172831 -1.288928 -0.907844
P -1.123363 0.880304 3.942203
F 0.063733 0.535811 5.018866
F -2.008742 -0.293585 4.712053
F -1.845518 2.086688 4.861464
F -2.179703 1.107035 2.801218
F -0.093923 2.083008 3.477964
F -0.272464 -0.104875 3.009155
P 2.684968 -1.755738 4.355392
F 1.202336 -2.196880 4.851030
F 2.597453 -0.778341 5.674870
F 3.110342 -3.174760 5.093734
F 4.144338 -1.289858 3.741202
F 2.444671 -2.607215 2.901708
F 2.125412 -0.577167 3.328079
P -2.205001 -1.354688 0.145327
F -1.002291 -2.389381 0.074693
F -2.200122 -1.307059 -1.505700
F -3.249550 -2.609484 0.111873
F -3.309291 -0.247507 0.406422
F -1.855198 -1.484450 1.749238
F -0.925533 -0.303602 0.274667
P 4.743154 -0.694787 0.641368
F 4.605394 -1.525616 -0.711111
F 3.291088 -1.230064 1.140537
F 5.326073 -2.007660 1.397488
F 4.972738 0.169239 1.977424
F 6.257413 -0.179126 0.093938
F 4.118611 0.660734 0.004272
P 2.500821 -4.741478 0.160434
F 1.200020 -5.521486 -0.513773
F 3.036404 -4.316701 -1.304565
F 1.645624 -3.326672 0.269936
F 3.769940 -4.023396 0.738414
F 1.983092 -5.036613 1.681759
F 3.529887 -6.014071 0.168322

Cartesian forces, eV/Å:
0.87 -1.93 0.64
0.37 0.51 0.24
0.87 -0.63 0.48
-0.45 1.01 0.48
0.07 -0.13 -0.58
1.30 -0.81 -1.45
0.63 0.96 1.47
-2.00 1.80 -0.12
2.65 -3.22 0.27
0.85 0.99 0.59
-0.57 0.23 0.23
0.05 -0.51 -0.26
-0.26 -0.71 -0.35
-0.49 -0.52 -0.31
-0.30 -0.29 0.05
-0.26 -0.21 0.31
-0.65 -0.29 -0.36
-0.02 -0.26 -0.55
0.02 0.50 0.41
-0.56 1.08 -0.67
-0.39 -0.15 -0.03
0.62 -0.23 0.27
0.03 0.41 0.19
-0.08 0.29 0.04
-0.37 0.48 0.24
0.14 -0.29 0.10
-0.45 -0.47 -0.23
0.08 0.06 0.03
0.81 -2.40 0.21
-1.69 0.98 0.13
-0.19 0.66 -1.33
0.52 0.24 0.49
-3.53 0.81 -4.28
3.63 -0.67 0.13
-0.83 0.48 3.65
0.42 -1.13 0.38
2.05 4.51 0.00
0.86 -1.23 -0.48
-0.34 -1.37 0.26
-2.34 -1.22 0.16
1.21 2.33 3.54
-0.60 -0.45 -1.15
-0.08 -0.06 -2.55
0.26 -0.91 0.03
3.33 2.78 2.92
-0.64 0.74 -2.52
-2.58 -1.79 1.22
-0.04 -0.36 -0.15
2.64 0.83 -3.98
-1.71 -0.58 0.16
-0.66 -0.60 0.47
-0.71 0.00 2.81
1.41 2.00 4.57
-1.04 0.48 0.83
0.48 1.28 -1.68
0.10 -1.41 -0.22
-0.21 -0.03 -0.39
-0.95 -0.12 -1.00
0.32 -2.25 -2.42
-1.18 -1.95 0.04
-0.40 0.60 -1.45
2.09 -0.45 -1.50
1.58 2.07 -0.68
-1.26 -1.28 2.85
-0.24 -0.77 0.42
-1.62 1.69 0.03
0.59 -3.22 1.76
1.46 -2.10 -1.74
-0.59 1.21 1.53
0.24 1.67 0.17
0.33 -0.17 -0.89
-2.71 0.34 0.09
0.36 2.84 -1.17
3.76 0.69 -0.80
-0.44 0.31 0.20
-2.71 0.39 -0.20
0.54 0.86 -0.48
-0.16 -0.12 0.12
-0.75 -0.64 0.65
-0.52 -0.97 -0.28
1.89 -0.93 0.78
1.43 0.65 0.81
-1.04 -0.34 -0.17
-0.74 0.88 -0.15
0.43 1.98 1.08
-0.14 -0.77 -1.25
-1.78 -1.63 -0.65



Below is 2 unconnected molecules or ions with the total composition C11H18FNO3 at a distorted geometry, with properties calculated with wB97M-V/def2-TZVPD.

ΔE to the lowest compared entry with this formula, charge and spin   1.911 eV
Total energy   -22044.30551 eV
SMILES string   O=C1C[C@@H](F)[C@H](C[C@H]2CO2)N1.C1CCOC1
Frontier orbital gap   10.407 eV
Net charge   0
Multiplicity   1

Geometry (Å):
O 3.285763 -1.166969 -0.904705
C 2.677094 -0.390044 -1.647758
C 2.544943 1.203050 -1.416754
C 1.213109 1.418321 -2.314641
F 1.817654 1.916052 -3.553895
C 0.626912 0.018636 -2.772749
C -0.234615 -0.852432 -1.762321
C -1.710921 -0.050270 -1.484527
C -2.052484 1.144160 -2.584965
O -2.770646 -0.263783 -2.518808
N 1.919328 -0.794133 -2.855377
H 2.241306 1.558561 -0.387875
H 3.379886 1.748054 -1.958906
H 0.518817 2.249802 -1.999702
H 0.273288 -0.064410 -3.856410
H 0.182734 -0.919795 -0.713797
H -0.547579 -1.846032 -2.206185
H -2.032124 0.143749 -0.345795
H -2.707279 1.981562 -2.189484
H -1.731045 1.007636 -3.653749
H 1.642316 -1.754946 -2.577984
C -0.978447 -0.145876 4.319358
C -0.007446 -1.193240 3.818253
C -0.452307 -1.373448 2.379952
O -0.987232 -0.112501 1.949338
C -1.151211 0.734237 3.096513
H -0.620989 0.403247 5.191443
H -1.931823 -0.617135 4.578554
H 1.012413 -0.796972 3.847027
H -0.028487 -2.122049 4.389706
H -1.249230 -2.120387 2.300366
H 0.368190 -1.668241 1.721604
H -0.379165 1.510121 3.053826
H -2.130722 1.215476 3.060448

Cartesian forces, eV/Å:
-1.43 1.74 -1.97
0.95 -0.35 0.92
-2.68 -1.19 -1.45
1.47 0.72 -1.61
-1.05 -0.19 0.77
1.37 -1.92 0.17
-3.61 2.53 0.50
0.21 1.51 -2.81
-1.64 -4.18 1.54
2.00 1.85 2.76
0.46 0.28 3.33
1.19 -0.80 -0.90
-1.05 -0.59 1.11
0.57 -1.30 -0.12
-0.12 0.92 1.77
0.04 -0.16 -1.39
0.76 1.08 0.55
0.60 -0.55 -2.82
0.90 -1.09 -0.92
0.44 1.29 1.54
0.61 0.42 -0.87
-0.36 -0.02 0.24
0.44 -0.05 0.05
-0.18 -0.20 -0.25
0.07 -0.05 0.23
0.09 0.29 -0.18
-0.02 -0.01 -0.07
0.05 0.07 0.01
-0.04 -0.07 0.00
-0.01 0.04 -0.07
0.06 -0.06 0.02
-0.06 0.07 -0.04
-0.05 0.04 0.07
0.04 -0.04 -0.11



Below is a molecular structure, C11H18N2 at a distorted geometry, with properties calculated with wB97M-V/def2-TZVPD.

ΔE to the lowest compared entry with this formula, charge and spin   4.080 eV
Total energy   -14674.56186 eV
Frontier orbital gap   8.852 eV
Net charge   0
Multiplicity   1

Geometry (Å):
C 0.119734 0.665538 -1.816127
C -3.061586 -1.480210 -0.459023
C -1.728058 2.649749 0.157246
C -1.958578 -1.024170 -1.038986
C -1.389530 1.515503 0.684401
C 0.010336 0.109479 2.205698
C 2.718413 0.668249 -0.661215
C 2.361870 -1.511815 0.099114
C -0.498059 -1.355882 -0.701194
C -0.037056 0.957799 0.883547
C 0.371004 -0.147842 -0.642930
N -0.127439 1.464985 -2.571906
N 1.764350 -0.452128 -0.598963
H -4.120164 -1.204490 -0.581774
H -3.019006 -2.293990 0.311982
H -2.748568 2.941189 0.196137
H -1.005840 3.394416 -0.395474
H -1.933348 -0.268115 -1.907112
H -2.078550 0.728628 1.002200
H -0.391891 0.711212 2.982290
H 1.063163 -0.310844 2.456226
H -0.583822 -0.780960 2.072587
H 2.443493 1.572513 -1.285021
H 2.779181 1.145928 0.338613
H 3.601342 0.416375 -1.116713
H 3.351815 -1.890275 -0.317999
H 2.343979 -1.287501 1.142815
H 1.653989 -2.417222 -0.031707
H -0.208830 -2.150118 -1.493155
H -0.480855 -1.983031 0.162196
H 0.788505 1.617015 0.924241

Cartesian forces, eV/Å:
0.48 -0.70 2.26
-0.32 -1.22 1.14
1.07 2.88 -1.74
0.59 1.51 -1.37
1.23 -2.18 0.92
2.05 -0.99 -1.90
-3.33 2.50 0.76
-1.60 -3.50 -0.60
-1.89 -2.49 -1.39
0.06 -2.92 -1.26
0.83 0.86 2.48
-0.55 1.80 -2.30
1.62 1.92 -2.42
0.81 0.26 -0.75
0.43 0.88 -0.51
-0.79 0.25 -0.38
-1.28 -1.61 1.52
-0.88 -1.10 1.49
-0.62 0.87 0.11
-0.18 0.40 0.92
-1.66 1.15 -0.30
-0.54 -0.26 0.15
-0.63 -1.24 0.33
0.81 -0.48 -0.19
2.41 -1.17 -0.39
-1.12 1.01 0.61
0.88 -0.20 1.11
1.21 1.08 0.38
0.19 1.64 0.68
0.14 0.00 1.11
0.57 1.06 -0.49



Below is a single C11H18N2O3 molecule, with properties calculated with wB97M-V/def2-TZVPD.

ΔE to the lowest compared entry with this formula, charge and spin   0.000 eV
Total energy   -20824.13305 eV
SMILES string   CCC[C@H](C)C1(CC)C(=O)NC(=O)NC1=O
Frontier orbital gap   11.004 eV
Net charge   0
Multiplicity   1

Geometry (Å):
C -3.692245 -0.203425 -0.974419
C -3.047159 -0.937963 0.195242
C -1.740263 -0.294376 0.666274
C -0.638547 -0.246428 -0.396758
C -0.340019 -1.636382 -0.962295
C 0.691846 0.388295 0.135926
C 0.452748 1.752082 0.823641
C 1.764101 2.448742 1.173812
C 1.532197 0.655003 -1.100832
O 1.188303 1.407978 -1.975314
N 2.729960 -0.020277 -1.204270
C 3.265558 -0.935448 -0.324634
O 4.312206 -1.492264 -0.519714
N 2.500148 -1.151748 0.798962
C 1.313910 -0.542081 1.155124
O 0.826683 -0.772643 2.232590
H -3.826644 0.849045 -0.734727
H -4.668073 -0.630683 -1.193771
H -3.083859 -0.275866 -1.872208
H -3.739193 -0.926960 1.040435
H -2.883095 -1.982641 -0.070445
H -1.972150 0.723381 0.981738
H -1.374763 -0.842190 1.536078
H -0.963631 0.405332 -1.213890
H 0.505482 -1.608887 -1.647655
H -0.117172 -2.338852 -0.161011
H -1.195891 -2.010484 -1.516277
H -0.128632 2.381218 0.148844
H -0.112693 1.583007 1.739106
H 2.343465 2.670407 0.279876
H 2.366584 1.830696 1.837322
H 1.556223 3.386973 1.682142
H 3.281084 0.163381 -2.036922
H 2.893545 -1.795957 1.478017

Cartesian forces, eV/Å:
0.02 -0.23 0.17
0.07 0.25 -0.05
-0.06 -0.18 -0.08
-0.01 -0.17 0.14
-0.15 0.25 -0.05
-0.64 0.46 0.00
0.21 -0.03 0.03
-0.22 -0.02 -0.03
0.21 -0.29 0.21
-0.12 0.18 -0.10
0.28 0.17 -0.47
-0.21 0.12 0.01
0.24 -0.13 -0.04
0.15 -0.38 0.42
0.30 0.02 -0.28
-0.10 0.02 0.21
-0.03 0.15 -0.03
-0.09 0.02 -0.10
0.04 0.04 -0.16
0.01 -0.10 0.01
-0.03 -0.08 0.06
0.02 0.05 0.11
-0.01 0.10 0.02
0.11 0.00 0.07
0.06 -0.08 -0.10
0.01 -0.13 0.07
-0.04 -0.11 -0.05
-0.08 -0.08 0.00
-0.07 -0.03 -0.10
0.09 0.07 -0.05
0.11 -0.01 0.10
0.08 0.07 0.05
-0.09 -0.06 0.16
-0.05 0.13 -0.14



Below is a molecular structure, C11H18N3OPtSSe2SiTe2 at a distorted geometry, with properties calculated with wB97M-V/def2-TZVPD.

ΔE to the lowest compared entry with this formula, charge and spin   1.423 eV
Total energy   -185459.06734 eV
Frontier orbital gap   5.302 eV
Net charge   -1
Multiplicity   1

Geometry (Å):
Pt -0.515794 -0.793891 -0.826714
Se -2.089464 -3.130762 -0.960353
Te -3.698259 -1.619165 -2.161362
Te -2.743176 0.658159 -0.945980
Se -2.343309 2.264363 -2.733980
C -2.075634 -1.206306 4.738802
Si -0.502891 -0.418131 4.101788
C -0.369857 1.308846 4.820650
C 0.967722 -1.438042 4.662042
C -0.514851 -0.382924 2.298276
C -0.485670 -0.571958 1.088463
H -2.065661 -1.307973 5.829268
H -2.196967 -2.199753 4.298812
H -2.948662 -0.611334 4.457457
H -0.360486 1.277663 5.915131
H -1.217873 1.922859 4.505381
H 0.546359 1.804239 4.486097
H 1.051210 -1.504502 5.751978
H 1.895763 -1.013255 4.268472
H 0.874511 -2.450455 4.258751
C 0.160579 -0.966775 -5.201047
C -0.041253 -1.462133 -3.798744
N 0.274956 -2.722463 -3.521574
O -0.533792 -0.685655 -2.971966
H 0.526078 -1.747621 -5.868215
H 0.878080 -0.146211 -5.165408
H -0.783552 -0.566678 -5.566211
H 0.729645 -3.315097 -4.188588
H 0.111434 -3.056006 -2.578020
S 2.010581 -0.807903 -1.016253
C 1.813634 0.796533 -1.570253
N 1.098499 1.676254 -0.792111
C 1.039406 2.968741 -1.034161
C 1.578374 3.458121 -2.193253
C 2.186378 2.528227 -3.025690
N 2.332726 1.255382 -2.728527
H 0.760485 1.296790 0.090483
H 0.540907 3.572911 -0.289369
H 1.525986 4.505773 -2.443852
H 2.583852 2.830126 -3.990217

Cartesian forces, eV/Å:
0.04 -0.06 0.25
-0.08 -0.11 0.04
-0.13 -0.16 -0.07
0.22 -0.35 0.14
0.06 0.31 -0.06
-0.09 -0.06 0.05
0.02 -0.06 -0.04
0.04 0.11 0.04
0.08 -0.05 0.05
0.15 0.05 -0.25
-0.22 0.01 -0.10
0.00 0.01 -0.06
-0.01 0.05 0.03
0.04 -0.03 0.00
0.00 0.01 -0.05
0.04 -0.03 0.01
-0.05 -0.03 0.02
-0.02 0.01 -0.06
-0.05 -0.02 0.03
0.02 0.05 0.04
0.12 0.01 -0.01
-0.27 -0.04 -0.20
0.23 0.03 0.19
0.36 0.03 0.10
-0.03 0.04 -0.01
-0.01 -0.02 0.00
-0.03 -0.02 0.03
-0.03 0.04 -0.09
-0.26 -0.07 0.07
-0.43 0.27 -0.19
0.01 -0.17 -0.33
1.13 -0.21 0.58
-0.37 0.60 -0.15
0.07 0.39 -0.10
-0.04 0.13 -0.03
-0.02 -0.54 0.30
-0.35 -0.16 -0.10
-0.08 0.02 -0.09
-0.09 -0.04 -0.01
0.02 0.06 0.04